[1]
{
  "formula": "C39H37CsGeN11OS5Sb",
  "method": "ωB97M-V with the def2-TZVPD basis set",
  "gap_ev": 5.2,
  "relative_energy_kcal_mol": 6.1,
  "charge": -2,
  "symbols": ["Cs", "S", "C", "C", "C", "C", "N", "C", "C", "C", "S", "C", "N", "H", "H", "C", "C", "N", "N", "C", "S", "N", "N", "H", "H", "H", "H", "H", "H", "S", "C", "C", "C", "C", "N", "C", "C", "C", "S", "C", "N", "H", "H", "Ge", "C", "C", "C", "C", "C", "C", "C", "C", "C", "C", "C", "C", "H", "H", "H", "H", "H", "H", "H", "H", "H", "H", "H", "C", "Sb", "C", "C", "H", "H", "H", "H", "H", "H", "H", "H", "H", "C", "N", "C", "C", "C", "N", "C", "O", "N", "H", "H", "H", "H", "H", "H", "H"],
  "xyz": [[0.54413, 2.92911, -1.63481], [4.12623, -1.39121, -0.02504], [3.37327, -1.13554, 1.56462], [3.76339, -2.03657, 2.54556], [3.37617, -1.89826, 3.87617], [3.79615, -2.85990, 4.84334], [4.12953, -3.64885, 5.61331], [2.57202, -0.79652, 4.21781], [2.17394, 0.10082, 3.24524], [2.53431, -0.03143, 1.88488], [1.96468, 1.08069, 0.72051], [2.13972, -0.60009, 5.57276], [1.78396, -0.43520, 6.65361], [4.38641, -2.87647, 2.26712], [1.55629, 0.94349, 3.52503], [-3.99717, -1.76656, -2.20903], [-3.10888, -1.26485, -3.28309], [-3.24434, -1.53509, -4.54313], [-2.17723, -0.91015, -5.13356], [-1.35399, -0.29250, -4.26702], [0.07537, 0.48962, -4.58520], [-1.98291, -0.49507, -3.06847], [-1.48079, 0.02970, -1.87712], [-4.88578, -2.18988, -2.67089], [-4.26201, -0.97633, -1.50824], [-3.49279, -2.55053, -1.63685], [-2.03499, -0.93850, -6.12795], [-1.96749, 0.89772, -1.66299], [-1.70110, -0.58998, -1.10095], [0.67587, 5.65502, -3.22955], [0.45718, 6.08336, -1.56006], [1.49124, 6.79307, -0.91977], [1.44444, 7.21950, 0.40150], [2.53485, 7.96506, 0.94726], [3.41608, 8.57454, 1.37110], [0.30908, 6.90701, 1.17081], [-0.71242, 6.17960, 0.57262], [-0.69997, 5.74323, -0.76335], [-2.07173, 4.81453, -1.30494], [0.17622, 7.30164, 2.53669], [0.03073, 7.59357, 3.64254], [2.36885, 7.02820, -1.50727], [-1.59449, 5.94396, 1.15667], [2.55045, -1.55933, -1.60478], [3.71703, -2.03163, -3.10321], [4.72008, -2.99360, -2.99192], [5.51481, -3.32254, -4.08140], [5.31304, -2.69392, -5.30327], [4.31600, -1.73727, -5.42935], [3.52436, -1.40809, -4.33576], [1.35686, -3.05180, -1.19921], [1.74988, -4.16301, -0.46102], [0.88242, -5.23160, -0.26829], [-0.39469, -5.19679, -0.81014], [-0.80196, -4.09132, -1.54734], [0.07058, -3.02908, -1.73943], [1.71284, -0.35098, -1.98142], [4.89173, -3.48895, -2.04259], [6.29357, -4.06838, -3.97498], [5.93370, -2.94769, -6.15429], [4.15115, -1.24158, -6.37817], [2.74312, -0.66354, -4.44917], [2.74023, -4.18910, -0.01768], [1.20030, -6.08601, 0.31703], [-1.07579, -6.02426, -0.65107], [-1.79970, -4.05760, -1.97091], [-0.24496, -2.16734, -2.31675], [-2.83791, -2.79672, 1.96273], [-0.99339, -1.68467, 1.73275], [-1.29200, -0.58596, 3.55562], [0.19671, -3.21549, 2.66978], [-2.69108, -3.61343, 2.67278], [-3.16984, -3.20137, 1.00566], [-3.61135, -2.12460, 2.33558], [-1.84109, -1.21441, 4.25934], [-1.84643, 0.33280, 3.37239], [-0.32546, -0.33654, 3.99218], [-0.06216, -3.27523, 3.72898], [1.25962, -2.99828, 2.56596], [-0.01572, -4.16755, 2.18559], [-5.83016, 1.29052, 1.11370], [-4.48062, 1.79582, 1.28411], [-4.24806, 3.00132, 1.87558], [-3.00280, 3.47827, 2.01777], [-1.93950, 2.65110, 1.52089], [-2.16141, 1.52156, 0.86782], [-3.42319, 1.06435, 0.73045], [-3.69556, 0.01858, 0.12818], [-0.67619, 3.00997, 1.74180], [-6.47244, 1.73725, 1.87089], [-5.82399, 0.20970, 1.22603], [-6.21825, 1.52894, 0.12169], [-5.12420, 3.53709, 2.21447], [-2.80557, 4.43344, 2.47827], [-0.46871, 3.92254, 2.11070], [0.10359, 2.42246, 1.44360]],
  "lowdin_charge": [0.69, 0.68, -0.62, -0.10, -0.22, -0.20, 0.14, -0.21, -0.09, -0.75, 0.46, -0.18, 0.16, 0.11, 0.11, 0.00, -0.33, 0.10, 0.01, -0.83, 0.56, -0.09, 0.12, 0.08, 0.05, 0.07, 0.14, 0.07, 0.03, 0.29, -0.89, -0.10, -0.22, -0.20, 0.13, -0.23, -0.13, -0.86, 0.33, -0.21, 0.12, 0.10, 0.08, 0.73, -0.34, -0.13, -0.10, -0.11, -0.09, -0.11, -0.32, -0.12, -0.11, -0.10, -0.09, -0.13, -0.05, 0.08, 0.09, 0.09, 0.10, 0.05, 0.09, 0.10, 0.10, 0.09, 0.07, -0.34, 1.31, -0.32, -0.33, -0.01, -0.02, -0.01, 0.01, -0.02, -0.03, 0.01, -0.02, -0.02, -0.03, -0.05, -0.05, -0.01, -0.42, 0.18, -0.51, -0.05, 0.18, 0.08, 0.09, 0.10, 0.13, 0.11, 0.10, -0.03]
}

=====

[2]
{
  "formula": "C2H5OS",
  "method": "ωB97M-V with the def2-TZVPD basis set",
  "gap_ev": 7.4,
  "relative_energy_kcal_mol": 7.2,
  "charge": -1,
  "symbols": ["S", "H", "C", "C", "O", "H", "H", "H", "H"],
  "xyz": [[-2.16373, -1.30964, -0.21287], [-2.79464, -2.07969, 0.69038], [0.52433, 1.35921, -0.05597], [1.21910, 0.22838, -0.07568], [0.78236, -0.96672, -0.47834], [0.89223, 2.29870, 0.31064], [-0.50643, 1.38222, -0.38227], [2.22050, 0.24024, 0.37270], [-0.17373, -1.15270, -0.16860]],
  "lowdin_charge": [-0.06, -0.43, -0.04, -0.36, -0.13, 0.02, 0.03, 0.09, -0.12]
}

=====

Number 1: HOMO level -1.837 eV, largest force on an atom 0.8 eV Å⁻¹, M 1163.4 g mol⁻¹. Number 2: HOMO level -3.126 eV, largest force on an atom 0.9 eV Å⁻¹, M 77.1 g mol⁻¹.